# 1
Entry from OMol25: a structure of composition C47H38AlBBrO6 (ωB97M-V/def2-TZVPD).

HOMO	-5.3	eV
LUMO level	2.55	eV
relative energy (zero: lowest compared OMol25 entry of this formula, charge and spin)	21.6	kJ/mol
orbital gap	7.87	eV
total charge	-1

Last column: Mulliken charge in e.
Cartesian coordinates (Å):
Al  0.2736  -0.5246  1.1793  -1.7065
Br  -2.0009  -1.8288  2.7544  -0.1992
C  -0.9737  -3.3538  3.1340  0.7710
C  -1.5395  -4.3212  3.9018  -0.7958
C  -0.7845  -5.4723  4.2268  -0.4760
C  0.4955  -5.5873  3.7829  -1.0992
C  1.0920  -4.5742  2.9834  1.3081
C  2.4340  -4.7019  2.5558  -0.9697
C  3.0028  -3.7164  1.8067  -1.1526
C  2.2519  -2.5788  1.4338  -0.2118
C  0.9362  -2.3811  1.7981  0.1887
C  0.3574  -3.4085  2.6149  0.0838
H  -2.5534  -4.2068  4.2620  0.4139
H  -1.2299  -6.2484  4.8364  0.3811
H  1.0883  -6.4595  4.0383  0.3456
H  2.9935  -5.5885  2.8375  0.3147
H  4.0338  -3.8077  1.4834  0.4857
H  2.7429  -1.8361  0.8086  0.2472
C  -3.1025  -1.5814  -3.6320  -1.7282
C  -2.2755  -0.3036  -3.6420  1.6137
C  -2.4467  0.5032  -4.9019  -1.8042
O  -2.6000  0.5164  -2.5366  -0.3548
C  -1.8960  -0.0229  -1.4206  -1.1095
C  -0.6339  -0.7026  -2.0742  -1.2788
O  -0.9043  -0.6102  -3.4773  -0.2882
C  0.8607  -0.3862  -1.7788  2.0715
O  1.0411  -0.4586  -0.4154  0.5353
C  1.4423  0.9386  -2.2996  -0.5070
C  2.7479  1.2315  -1.9014  -0.3675
C  3.3834  2.3901  -2.3171  -0.7774
C  2.7219  3.2854  -3.1544  -0.7123
C  1.4252  3.0064  -3.5518  -0.6165
C  0.7895  1.8423  -3.1232  0.8863
C  1.6272  -1.5338  -2.4828  0.5345
C  2.1341  -1.4018  -3.7720  -0.3691
C  2.7678  -2.4663  -4.4015  -0.9657
C  2.9059  -3.6836  -3.7484  -0.6274
C  2.3980  -3.8254  -2.4610  -1.0703
C  1.7598  -2.7585  -1.8385  -0.3560
C  -1.8532  0.9605  -0.2309  3.6602
O  -1.2745  0.2768  0.8167  0.3694
C  -1.1814  2.2946  -0.5727  -0.4246
C  -0.0235  2.7071  0.0675  0.1993
C  0.5382  3.9534  -0.1964  -0.5748
C  -0.0667  4.8152  -1.0979  -0.6354
C  -1.2395  4.4186  -1.7354  -1.0137
C  -1.7873  3.1730  -1.4757  0.1916
C  -3.2993  1.2762  0.2617  -0.3843
C  -3.5312  2.4209  1.0208  -0.2889
C  -4.7701  2.6727  1.5947  -0.9162
C  -5.8196  1.7817  1.4162  -0.5203
C  -5.6048  0.6328  0.6672  -0.9282
C  -4.3578  0.3827  0.1049  -0.3968
H  -4.1658  -1.3390  -3.6792  0.3713
H  -2.9155  -2.1597  -2.7254  0.3171
H  -2.8344  -2.2007  -4.4894  0.4003
H  -3.5022  0.7323  -5.0596  0.3873
H  -2.0747  -0.0659  -5.7554  0.3493
H  -1.8873  1.4348  -4.8238  0.3729
H  -2.4567  -0.8675  -1.0251  0.5470
H  -0.7008  -1.7535  -1.7792  0.5149
H  3.2586  0.5360  -1.2436  0.3797
H  4.3951  2.5979  -1.9870  0.4109
H  3.2106  4.1963  -3.4793  0.3625
H  0.8865  3.7051  -4.1824  0.4329
H  -0.2249  1.6497  -3.4325  -0.3398
H  2.0323  -0.4571  -4.2935  0.4494
H  3.1583  -2.3396  -5.4046  0.4188
H  3.4104  -4.5108  -4.2348  0.3709
H  2.5044  -4.7656  -1.9320  0.4480
H  1.3778  -2.8664  -0.8313  0.2275
H  0.4478  2.0607  0.7950  -0.5429
H  1.4512  4.2431  0.3109  0.4775
H  0.3715  5.7843  -1.3088  0.3688
H  -1.7307  5.0842  -2.4370  0.3872
H  -2.7111  2.8842  -1.9618  0.4475
H  -2.7235  3.1240  1.1839  0.4137
H  -4.9108  3.5703  2.1860  0.4153
H  -6.7894  1.9773  1.8584  0.3931
H  -6.4084  -0.0802  0.5201  0.4070
H  -4.2311  -0.5326  -0.4572  0.3048
O  2.1472  0.0497  3.6723  -0.5475
B  1.1520  0.6023  2.8166  1.4508
O  0.8647  1.9064  3.3008  -0.1213
C  1.6580  2.1150  4.3969  0.4770
C  1.7360  3.2273  5.2006  -1.0202
C  2.6407  3.1723  6.2669  -0.4801
C  3.4196  2.0410  6.4930  -0.5033
C  3.3263  0.9197  5.6624  -1.0486
C  2.4320  0.9926  4.6206  0.5776
H  1.1222  4.0994  5.0115  0.5013
H  2.7348  4.0256  6.9272  0.3719
H  4.1107  2.0272  7.3268  0.3802
H  3.9234  0.0307  5.8249  0.4946

Forces on the atoms, in the same order (eV/Å):
0.17 0.18 -0.20
-0.29 0.24 0.01
0.22 0.13 -0.13
0.12 -0.34 0.10
-0.15 0.08 0.03
0.12 0.03 -0.09
-0.02 0.03 0.04
-0.03 -0.04 0.02
0.01 0.10 -0.06
0.09 -0.04 0.05
-0.39 -0.11 -0.04
-0.03 -0.15 0.12
0.04 0.00 -0.01
0.00 0.00 0.01
0.00 0.03 -0.02
-0.02 0.03 0.00
0.00 0.02 -0.01
-0.03 -0.04 0.07
-0.11 -0.08 -0.06
0.17 0.07 0.25
-0.08 0.00 -0.22
0.06 -0.05 0.06
0.02 0.19 -0.16
-0.02 0.06 -0.12
0.05 0.01 0.08
-0.19 0.26 -0.12
0.41 -0.20 0.25
-0.06 0.05 0.15
0.04 0.03 0.06
-0.08 -0.01 -0.04
0.01 -0.07 0.04
-0.02 -0.06 0.07
0.03 0.02 -0.08
-0.02 0.03 -0.08
-0.01 0.00 -0.07
-0.02 0.01 0.05
-0.03 0.03 0.11
0.00 0.08 -0.06
0.05 -0.07 0.00
-0.15 0.08 -0.13
0.24 -0.08 0.39
-0.01 0.06 -0.06
0.08 -0.01 0.02
-0.08 -0.02 -0.05
-0.04 -0.08 -0.01
0.08 -0.01 0.03
-0.04 0.00 0.01
-0.03 -0.19 -0.13
0.04 0.03 0.09
0.01 -0.05 -0.04
0.04 -0.03 -0.05
0.06 0.06 0.02
-0.04 0.04 -0.02
0.03 -0.01 -0.01
-0.01 0.03 -0.05
-0.01 0.02 0.02
0.04 0.00 0.01
-0.02 0.02 0.02
-0.02 -0.03 0.01
-0.10 -0.12 0.09
-0.01 -0.09 0.06
-0.04 0.04 -0.03
-0.02 -0.01 -0.01
0.00 -0.01 0.00
0.01 -0.03 0.02
-0.02 -0.01 0.01
0.00 -0.04 0.03
-0.01 0.00 0.01
-0.02 0.01 0.02
-0.01 0.01 -0.01
-0.01 0.00 -0.09
-0.04 0.03 -0.05
-0.03 -0.01 -0.01
-0.02 -0.02 0.01
0.02 -0.01 0.02
0.04 -0.01 0.02
-0.02 -0.02 -0.02
0.00 -0.02 -0.01
0.02 -0.01 -0.01
0.02 0.02 0.01
0.00 0.03 -0.02
-0.10 0.22 0.03
0.19 0.05 0.07
0.14 -0.10 0.09
-0.31 0.14 -0.30
0.10 0.09 0.19
-0.05 -0.04 -0.09
-0.04 -0.03 -0.07
0.08 0.08 0.16
0.05 -0.40 -0.18
0.03 -0.04 0.01
0.00 -0.02 -0.01
-0.01 0.01 -0.01
-0.03 0.05 -0.01

# 2
Entry from OMol25: a structure of composition C47H39N2P2PdSe2Si (ωB97M-V/def2-TZVPD).

HOMO (spin up / spin down)	-15.4 / -15.5	eV
LUMO level (spin up / spin down)	-8.50 / -9.99	eV
⟨S²⟩	6.0219
relative energy (zero: lowest compared OMol25 entry of this formula, charge and spin)	175.4	kJ/mol
2S+1	5
orbital gap (spin up / spin down)	6.93 / 5.49	eV
total charge	+3

Last column: Mulliken spin population.
Cartesian coordinates (Å):
Pd  -0.5305  0.8988  1.0266  1.0483
C  -0.7491  -2.9388  1.3980  0.0242
Si  0.3186  -2.4477  -0.0361  0.1189
C  0.0062  -3.2396  -1.7154  -0.0048
C  0.7750  -4.1746  -2.6072  -0.0083
C  0.6146  -4.1745  -3.9392  0.0056
C  -0.2837  -3.3559  -4.7895  -0.0080
C  -1.1825  -2.4291  -4.4324  -0.0069
C  -1.3617  -2.0816  -2.9846  -0.0124
P  -2.5526  -0.8988  -2.2476  0.0663
C  -3.5300  0.2363  -3.1769  -0.0474
C  -4.7561  -0.1947  -3.6885  -0.0063
C  -5.5022  0.6708  -4.4716  0.0021
C  -5.0268  1.9480  -4.7386  -0.0007
C  -3.8046  2.3733  -4.2283  0.0138
C  -3.0477  1.5191  -3.4466  0.0526
C  -1.3473  -0.1500  -1.2021  1.5515
C  -3.4271  -2.0959  -1.2631  0.0554
C  -2.7034  -3.2170  -1.1918  0.0010
C  -1.5349  -3.3581  -2.1084  0.0202
C  0.0073  -1.8071  -2.3238  0.2035
C  -0.0754  -0.8169  -1.0890  -0.0748
C  2.0794  -2.3136  0.5424  -0.0503
C  2.8853  -3.4406  0.3576  -0.0035
C  4.1497  -3.5298  0.9235  0.0014
C  4.6255  -2.4898  1.7042  0.0036
C  3.8453  -1.3608  1.9054  0.0082
C  2.5811  -1.2593  1.3253  0.0732
P  1.7787  0.3665  1.5887  0.1375
C  2.7676  1.5127  0.6102  0.0405
C  2.6367  2.8921  0.8083  0.0244
C  3.3555  3.7819  0.0295  -0.0077
C  4.1912  3.3069  -0.9759  0.0230
C  4.3102  1.9427  -1.1942  -0.0047
C  3.6058  1.0430  -0.4033  0.0244
C  2.0032  0.7010  3.3469  0.0307
C  2.8170  1.7115  3.8548  0.0131
C  2.9322  1.8736  5.2299  -0.0041
C  2.2480  1.0330  6.0951  0.0146
C  1.4454  0.0152  5.5912  -0.0071
C  1.3187  -0.1482  4.2226  0.0306
H  -0.5612  -4.0001  1.5919  0.0031
H  -1.8178  -2.8136  1.2347  -0.0091
H  -0.4454  -2.3938  2.2934  -0.0083
H  1.4683  -4.8842  -2.1748  0.0007
H  1.2122  -4.8866  -4.4948  0.0008
H  -0.1966  -3.5606  -5.8494  0.0006
H  -1.7698  -1.9204  -5.1866  0.0025
H  -5.1270  -1.1914  -3.4798  -0.0002
H  -6.4531  0.3499  -4.8738  0.0000
H  -5.6135  2.6185  -5.3522  0.0000
H  -3.4443  3.3689  -4.4493  0.0008
H  -2.0885  1.8376  -3.0521  0.0376
H  -4.3358  -1.8968  -0.7118  0.0115
H  -2.9951  -4.0544  -0.5664  -0.0012
H  -1.6863  -4.2592  -2.7021  0.0031
H  0.8138  -1.5310  -2.9982  -0.0113
H  0.7939  -0.1532  -1.0823  0.0940
H  2.5180  -4.2735  -0.2295  0.0013
H  4.7530  -4.4130  0.7624  -0.0002
H  5.6050  -2.5502  2.1594  0.0004
H  4.2350  -0.5538  2.5145  0.0027
H  1.9831  3.2759  1.5819  0.0062
H  3.2716  4.8457  0.2092  0.0004
H  4.7589  4.0028  -1.5794  0.0003
H  4.9694  1.5704  -1.9671  0.0005
H  3.7334  -0.0194  -0.5675  -0.0026
H  3.3860  2.3529  3.1957  0.0010
H  3.5748  2.6497  5.6234  0.0003
H  2.3549  1.1564  7.1645  0.0005
H  0.9330  -0.6594  6.2644  -0.0001
H  0.7098  -0.9579  3.8353  0.0061
Se  -2.4541  3.2024  0.9947  0.0439
Se  -0.7773  2.9189  2.6403  0.2623
C  -1.6646  1.5100  3.6121  0.0324
C  -2.1898  1.7158  4.8667  -0.0026
C  -2.8198  0.6329  5.4767  -0.0025
C  -2.8992  -0.5655  4.7915  0.0058
C  -2.3307  -0.6656  3.5282  0.0004
N  -1.7021  0.3547  2.9424  0.0977
C  -1.2115  3.4255  -0.4608  0.0295
C  -1.3562  4.5104  -1.3035  0.0082
C  -0.4949  4.6080  -2.3923  -0.0015
C  0.4818  3.6422  -2.5637  0.0146
C  0.5697  2.6081  -1.6447  0.0094
N  -0.2728  2.4852  -0.6175  0.0288
H  -2.1190  2.6798  5.3510  0.0027
H  -3.2514  0.7392  6.4631  -0.0002
H  -3.3960  -1.4242  5.2208  0.0003
H  -2.3780  -1.5902  2.9739  -0.0016
H  -2.1098  5.2606  -1.1082  0.0030
H  -0.5772  5.4397  -3.0797  0.0000
H  1.1819  3.6916  -3.3856  0.0015
H  1.3484  1.8605  -1.7255  -0.0150

Forces on the atoms, in the same order (eV/Å):
0.15 0.02 0.12
0.00 -0.07 0.01
0.00 0.07 -0.03
0.02 -0.03 0.01
-0.02 0.01 -0.02
0.03 -0.03 0.05
-0.03 0.04 0.00
0.02 -0.01 -0.03
-0.02 0.00 -0.01
0.09 -0.03 -0.01
-0.03 -0.03 0.01
-0.01 0.03 -0.01
-0.01 -0.02 0.00
0.01 0.01 0.00
0.00 -0.01 0.00
0.01 0.01 -0.01
-0.06 0.02 -0.07
-0.03 -0.01 0.02
0.02 -0.02 0.01
0.02 0.00 -0.02
0.01 0.14 0.03
-0.04 -0.16 -0.06
-0.04 -0.02 0.00
0.00 0.04 0.03
-0.02 -0.01 -0.02
0.04 0.02 0.03
0.01 -0.03 -0.01
-0.08 0.06 -0.02
0.11 -0.21 0.01
-0.03 0.09 -0.01
0.03 -0.02 -0.03
-0.01 -0.01 0.01
0.01 0.04 -0.01
-0.01 -0.05 0.00
0.01 0.04 -0.01
-0.11 0.01 -0.02
0.00 -0.01 0.02
0.02 0.02 0.00
0.00 -0.01 0.01
-0.02 -0.02 -0.04
0.03 0.05 0.07
-0.01 0.01 0.02
0.00 0.03 -0.02
0.02 0.00 -0.01
0.00 -0.01 -0.01
-0.01 0.00 -0.01
0.00 0.00 0.00
0.00 -0.01 -0.01
0.00 0.00 0.00
0.00 0.00 0.00
0.00 0.00 0.00
0.00 0.00 0.00
0.00 0.00 0.01
0.00 0.01 0.00
-0.01 0.01 0.00
-0.02 0.00 0.01
0.01 -0.03 -0.01
-0.01 0.03 -0.01
0.01 -0.01 0.00
0.01 0.00 0.00
0.00 -0.01 0.00
0.00 0.00 0.00
0.00 0.00 0.01
0.00 0.00 0.00
0.00 0.00 0.00
0.00 0.01 0.00
-0.01 0.00 0.01
0.00 -0.01 0.00
0.00 0.00 0.00
0.00 0.01 0.00
0.01 0.01 0.01
0.00 0.00 -0.02
-0.06 -0.02 -0.02
0.00 -0.01 0.02
0.03 0.06 -0.04
-0.02 -0.05 0.03
0.01 0.04 -0.01
0.01 0.01 0.00
0.03 -0.03 -0.04
-0.02 0.04 0.05
0.02 0.01 0.01
0.03 0.01 -0.03
-0.02 -0.01 0.02
-0.02 0.02 0.01
0.06 -0.04 0.01
-0.09 0.07 0.01
0.00 0.00 0.00
0.00 -0.01 0.00
-0.01 0.00 0.00
-0.01 -0.01 0.00
0.00 0.01 -0.01
0.00 0.00 0.00
0.01 -0.01 0.01
0.01 -0.01 -0.01

Q: The highest relative energy (zero: lowest compared OMol25 entry of this formula, charge and spin) belongs to which entry?
A: C47H39N2P2PdSe2Si

Q: Among the records above, which one has the highest relative energy (zero: lowest compared OMol25 entry of this formula, charge and spin)?
A: C47H39N2P2PdSe2Si

Q: relative energy (zero: lowest compared OMol25 entry of this formula, charge and spin) of number 2 (C47H39N2P2PdSe2Si)?
A: 175.4 kJ/mol

Q: What is the total charge in the second record?
A: +3